1.
Below is C55H56BCrN8O4Sb as an isolated structure, with properties calculated with the ωB97M-V functional and the def2-TZVPD basis.

```
126
Properties=species:S:1:pos:R:3:nbo_charge:R:1
Cr 0.85595 0.12540 -0.67910 1.722
C 3.32672 2.79513 -2.12011 -0.577
C 3.08039 1.72053 -3.17883 -0.264
C 3.97747 1.97710 -4.39019 -0.596
C 3.27054 0.31680 -2.67216 0.242
C 4.30421 -0.55438 -3.02643 -0.347
C 3.98387 -1.76792 -2.45442 0.030
N 2.83030 -1.63788 -1.80265 -0.316
N 2.38379 -0.36280 -1.92033 -0.448
B 2.03371 -2.72217 -1.05448 0.548
N 2.10205 -2.44597 0.44340 -0.333
C 2.74283 -3.17322 1.36583 0.003
C 2.69286 -2.48719 2.55514 -0.350
C 2.00015 -1.29914 2.27147 0.207
N 1.62997 -1.29234 0.97842 -0.385
C 1.77357 -0.20768 3.28661 -0.267
C 3.11225 0.42531 3.69923 -0.587
C 1.12525 -0.75204 4.56238 -0.590
N 0.56038 -2.68368 -1.49805 -0.314
C -0.15007 -3.73464 -1.90866 0.017
C -1.42822 -3.31249 -2.18788 -0.345
C -1.44016 -1.93950 -1.91788 0.205
N -0.20840 -1.56189 -1.50701 -0.437
C -2.61312 -1.04149 -2.21238 -0.270
C -3.86343 -1.86393 -2.51937 -0.595
C -2.93213 0.00036 -1.13789 -0.585
H 3.16308 3.78271 -2.55403 0.214
H 2.64273 2.68644 -1.28377 0.210
H 4.35343 2.75254 -1.75079 0.228
H 2.04253 1.79309 -3.50730 0.236
H 5.03103 1.98067 -4.09913 0.209
H 3.82742 1.23053 -5.17365 0.203
H 3.74774 2.95901 -4.80613 0.215
H 5.17283 -0.32612 -3.61763 0.238
H 4.49748 -2.71511 -2.48018 0.221
H 2.49748 -3.80494 -1.29142 -0.030
H 3.18527 -4.12145 1.10642 0.217
H 3.12018 -2.78471 3.49766 0.228
H 1.12496 0.55258 2.85233 0.243
H 3.68731 -0.29298 4.29080 0.191
H 3.71671 0.71799 2.84952 0.229
H 2.92884 1.31201 4.30781 0.222
H 1.74446 -1.53765 5.00210 0.195
H 1.03597 0.05295 5.29477 0.212
H 0.13789 -1.16472 4.38811 0.210
H 0.29917 -4.71299 -1.96771 0.222
H -2.24997 -3.92241 -2.51926 0.236
H -2.35552 -0.50888 -3.12485 0.250
H -4.14045 -2.50507 -1.67784 0.214
H -4.69564 -1.18643 -2.71915 0.210
H -3.72399 -2.48871 -3.40370 0.205
H -3.41400 -0.47049 -0.27842 0.207
H -2.04008 0.53546 -0.81395 0.212
H -3.62779 0.74059 -1.53878 0.222
O 6.47535 5.14185 1.78375 -0.742
C 6.49139 4.48239 0.72986 0.732
O 7.09356 4.65822 -0.35009 -0.753
C 5.60876 3.21872 0.71966 -0.045
C 6.08350 2.01665 0.20664 -0.239
C 5.21728 0.94372 0.07623 0.017
N 3.91736 1.00858 0.36615 -0.459
C 3.47824 2.15121 0.89551 0.051
C 4.27729 3.26177 1.11620 -0.168
C 2.01948 2.19441 1.27504 0.774
O 1.61612 2.88368 2.18463 -0.599
O 1.21160 1.42020 0.57877 -0.884
H 7.11644 1.93530 -0.10724 0.228
H 5.57116 -0.01128 -0.30355 0.181
H 3.86472 4.15105 1.57370 0.243
C -0.25053 5.58003 -1.14478 -0.239
C -0.62863 4.63493 -0.20518 -0.189
C -0.54047 3.27972 -0.48972 -0.223
C -0.05681 2.81873 -1.71259 0.139
C 0.32672 3.78836 -2.64905 -0.186
C 0.23214 5.14016 -2.37188 -0.228
N 0.05025 1.42738 -2.01427 -0.847
C -0.38645 1.09723 -3.31312 0.162
C 0.17111 0.06919 -4.08383 -0.264
C -0.32019 -0.23941 -5.34572 -0.191
C -1.38452 0.45857 -5.89528 -0.266
C -1.95643 1.47928 -5.14374 -0.227
C -1.47316 1.78809 -3.88591 -0.213
H -0.32129 6.63742 -0.92570 0.208
H -0.99484 4.94695 0.76583 0.211
H -0.82038 2.56530 0.26567 0.215
H 0.71433 3.47395 -3.61100 0.205
H 0.55344 5.85780 -3.11797 0.207
H 0.99573 -0.50693 -3.69811 0.231
H 0.14973 -1.03974 -5.90633 0.206
H -1.75609 0.21824 -6.88317 0.206
H -2.79911 2.03689 -5.53720 0.206
H -1.95311 2.57080 -3.31350 0.215
C -4.96744 -4.65775 -0.02438 -0.222
C -5.54148 -3.44779 0.34289 -0.236
C -4.75824 -2.43721 0.88754 -0.176
C -3.39162 -2.62283 1.09178 -0.371
C -2.82764 -3.83770 0.70473 -0.235
C -3.60563 -4.84986 0.15817 -0.208
Sb -2.06118 -1.13804 1.95746 1.229
C -2.20413 -2.15272 3.86162 -0.266
C -2.66485 -1.53631 5.02168 -0.259
C -2.61536 -2.19967 6.24243 -0.212
C -2.09333 -3.48188 6.32045 -0.221
C -1.62733 -4.10559 5.17021 -0.200
C -1.68298 -3.44368 3.95249 -0.264
C -3.56928 0.33570 2.38628 -0.405
C -3.35734 1.62397 1.89944 -0.143
C -4.31264 2.61979 2.06626 -0.229
C -5.48982 2.33847 2.74319 -0.208
C -5.70684 1.06355 3.25230 -0.213
C -4.75452 0.06967 3.07461 -0.236
H -5.57461 -5.43764 -0.46657 0.210
H -6.60075 -3.28117 0.18648 0.211
H -5.22535 -1.49327 1.13654 0.212
H -1.75939 -4.00104 0.81125 0.210
H -3.14534 -5.78508 -0.13903 0.209
H -3.04490 -0.52296 4.98481 0.218
H -2.97251 -1.70528 7.13782 0.210
H -2.04002 -3.99128 7.27444 0.209
H -1.20336 -5.10082 5.22386 0.208
H -1.29187 -3.93574 3.06874 0.207
H -2.43464 1.86144 1.38419 0.204
H -4.13362 3.60764 1.65988 0.219
H -6.23719 3.11059 2.87785 0.210
H -6.62328 0.84032 3.78507 0.208
H -4.93503 -0.91941 3.48031 0.219
```

## Properties
- net charge = -1
- Kohn-Sham gap (alpha / beta) (eV) = 6.460 / 6.867
- <S²> = 3.7809
- HOMO (alpha / beta) (eV) = -4.974 / -4.974
- multiplicity = 4



2.
Below is C55H56BN6O3P2S3SbY as an isolated structure, with properties calculated with the ωB97M-V functional and the def2-TZVPD basis.

```
128
Properties=species:S:1:pos:R:3:lowdin_spin:R:1
Y -0.75288 0.04385 -0.43432 0.024
C -1.92372 -5.22711 2.13828 0.000
C -1.81687 -3.73722 2.06419 0.001
C -2.32493 -2.81299 2.95092 0.000
C -1.90064 -1.57361 2.46619 0.003
N -1.19931 -1.71987 1.34186 0.004
N -1.14752 -3.06200 1.10713 0.000
B -0.53712 -3.71437 -0.14656 0.000
N -1.19419 -3.15866 -1.42635 0.000
N -1.05592 -1.87785 -1.86002 0.000
C -1.78347 -1.77676 -2.98198 0.000
C -2.41634 -2.99027 -3.25046 0.000
C -2.01788 -3.84325 -2.24416 0.000
C -2.41490 -5.27229 -2.05199 0.000
C -1.82898 -0.57678 -3.83692 -0.001
C -0.65020 -0.00552 -4.30223 0.005
C -0.69365 1.07666 -5.16985 0.001
C -1.91239 1.60408 -5.56312 0.001
C -3.09468 1.04211 -5.09169 0.006
C -3.05386 -0.05344 -4.24315 0.003
N 1.01995 -3.60735 -0.16932 0.000
N 1.74604 -2.63750 0.44226 0.000
C 3.02411 -2.98251 0.32032 0.000
C 3.14086 -4.18096 -0.39723 0.000
C 1.84186 -4.55343 -0.67696 0.000
C 1.36349 -5.78182 -1.37823 0.000
C 4.11047 -2.19076 0.92904 0.000
C 3.94475 -1.57721 2.16876 0.000
C 4.99004 -0.87910 2.75543 0.000
C 6.21965 -0.79167 2.11590 0.000
C 6.39854 -1.41673 0.88808 0.000
C 5.35041 -2.10698 0.29772 0.000
C -2.12931 -0.30603 3.19701 0.002
C -1.07944 0.30090 3.88621 0.000
C -1.32142 1.36847 4.74267 0.000
C -2.61823 1.83208 4.92272 0.000
C -3.66392 1.24371 4.22354 0.001
C -3.42244 0.17586 3.37169 0.002
H -2.43387 -5.49698 3.06130 0.000
H -2.49046 -5.63456 1.30048 0.000
H -0.93886 -5.69481 2.13601 0.000
H -2.89562 -2.99794 3.84624 0.000
H -0.80479 -4.87618 -0.11263 0.000
H -3.05737 -3.21629 -4.08679 0.000
H -3.01619 -5.58927 -2.90216 0.000
H -1.54952 -5.92982 -1.97600 0.000
H -3.00871 -5.39780 -1.14551 0.000
H 0.29816 -0.43460 -4.00347 0.000
H 0.22960 1.51266 -5.53102 0.000
H -1.94715 2.45257 -6.23516 0.000
H -4.04910 1.45042 -5.39980 0.000
H -3.97099 -0.50362 -3.88282 0.000
H 4.04040 -4.72030 -0.64766 0.000
H 2.22150 -6.36653 -1.70461 0.000
H 0.75731 -6.40135 -0.71593 0.000
H 0.76118 -5.53172 -2.25329 0.000
H 3.00232 -1.68462 2.69478 0.000
H 4.85319 -0.41545 3.72510 0.000
H 7.03563 -0.24743 2.57432 0.000
H 7.35998 -1.37301 0.39139 0.000
H 5.49030 -2.58330 -0.66569 0.000
H -0.07356 -0.09437 3.78639 0.000
H -0.49609 1.82006 5.27829 0.000
H -2.81451 2.63609 5.62087 0.000
H -4.67442 1.60768 4.35673 0.000
H -4.23650 -0.29210 2.83259 0.000
S -3.10300 4.01370 0.29557 0.372
Sb -3.00823 2.46908 -1.43453 0.279
S -0.65413 2.22491 -1.84057 0.133
S -3.38033 0.34350 -0.40627 0.117
O 1.20827 -0.01010 1.04427 0.000
H 1.30883 0.32174 1.94332 0.000
H 1.44883 -0.97282 1.02934 0.000
O -0.93508 1.81546 1.32069 0.008
H -1.13224 1.68817 2.25828 0.001
H -1.49209 2.57163 1.03326 0.013
O 1.49920 -0.48992 -1.68752 0.002
H 2.00207 -1.09425 -1.12041 0.000
H 2.06716 0.28266 -1.83906 0.000
C 2.42143 4.82909 0.07113 0.002
P 1.79938 3.07215 0.36150 0.015
C 3.12410 2.27235 -0.65390 0.001
C 2.89945 2.44241 -2.02670 0.001
C 3.80669 1.97963 -2.97158 0.000
C 4.96572 1.33497 -2.56297 0.000
C 5.19959 1.15530 -1.20763 0.000
C 4.28896 1.61249 -0.26276 0.000
C 2.12359 2.96732 2.16791 0.002
C 1.29904 3.81752 2.91456 0.001
C 1.34507 3.83019 4.29709 0.000
C 2.20229 2.97115 4.97697 0.001
C 3.00611 2.10463 4.25467 0.000
C 2.96390 2.09653 2.86131 0.001
P 4.21527 5.11264 0.40051 0.001
C 4.23442 5.66546 2.16040 0.000
C 5.32529 5.26259 2.92777 0.000
C 5.45343 5.66272 4.25319 0.000
C 4.48070 6.46673 4.82802 0.000
C 3.39058 6.87870 4.07059 0.000
C 3.27229 6.48546 2.74605 0.000
C 4.46804 6.75884 -0.38585 0.000
C 5.77582 7.07528 -0.75500 0.000
C 6.07970 8.30904 -1.31465 0.000
C 5.07225 9.24135 -1.52129 0.000
C 3.76527 8.93267 -1.17062 0.000
C 3.46409 7.69926 -0.60843 0.000
H 1.78686 5.50988 0.64009 0.000
H 2.26601 5.01179 -0.99383 0.000
H 1.99452 2.94208 -2.35876 0.001
H 3.60983 2.13643 -4.02504 0.000
H 5.68325 0.98097 -3.29262 0.000
H 6.11066 0.67474 -0.87312 0.000
H 4.52802 1.46531 0.77908 0.000
H 0.60088 4.47164 2.39977 0.000
H 0.70768 4.51138 4.84874 0.000
H 2.23719 2.97303 6.05944 0.000
H 3.68317 1.43619 4.77419 0.000
H 3.59719 1.40037 2.33192 0.000
H 6.07792 4.62654 2.47485 0.000
H 6.30944 5.34496 4.83544 0.000
H 4.56628 6.77032 5.86408 0.000
H 2.63033 7.51000 4.51503 0.000
H 2.41899 6.82827 2.17075 0.000
H 6.55764 6.33947 -0.60126 0.000
H 7.09982 8.54226 -1.59292 0.000
H 5.30154 10.20329 -1.96223 0.000
H 2.97642 9.65780 -1.33080 0.000
H 2.43568 7.47395 -0.34953 0.000
```

## Properties
- net charge = 0
- Kohn-Sham gap (alpha / beta) (eV) = 7.660 / 5.333
- <S²> = 0.7641
- HOMO (alpha / beta) (eV) = -7.217 / -7.304
- multiplicity = 2



Summary of energy in Ha
-4178.2858; -4864.7868
(order as listed above)